1.
Molecular formula: C44H62Cl3N7O8PRbS
Method: DFT, ωB97M-V/def2-TZVPD

## Properties
Net charge: -2
Highest occupied orbital energy: -2.567 eV
LUMO: 3.4 eV
Gap between HOMO and LUMO: 6.0 eV
DFT total energy: -4843.48172 a.u.

Last column: Löwdin charge in e.
Geometry (Å):
Rb (14.82384, 14.92694, 13.03450)  0.71
Cl (17.61941, 22.85435, 12.72242)  0.63
C (17.38003, 21.21497, 12.98702)  -0.77
C (16.33075, 20.71984, 13.81595)  -0.15
C (16.08066, 19.36292, 13.87599)  -0.63
Cl (14.92838, 18.66860, 14.92047)  0.70
C (16.89882, 18.39491, 13.10673)  -0.49
O (16.65402, 17.17027, 13.03879)  -0.21
C (18.03550, 18.98658, 12.32240)  -0.62
Cl (19.18878, 17.94959, 11.59085)  0.67
C (18.25541, 20.33327, 12.30043)  -0.20
H (15.66769, 21.39049, 14.34834)  0.09
H (19.09052, 20.76791, 11.76490)  0.08
O (13.38640, 13.92904, 15.77008)  -0.15
H (12.52898, 14.30277, 15.38202)  0.00
H (13.61744, 13.17296, 15.20980)  -0.02
O (16.07738, 15.28255, 16.09516)  -0.10
H (16.04328, 16.18511, 16.41260)  0.01
H (15.16375, 14.89702, 16.18995)  0.02
O (14.62904, 12.00934, 14.14384)  -0.16
H (15.62427, 11.99564, 14.13167)  0.02
H (14.45616, 11.04869, 14.03953)  -0.03
N (9.72391, 17.12433, 14.82671)  0.12
C (10.84197, 16.56220, 14.35473)  -0.14
N (11.22200, 15.40671, 14.92035)  0.11
C (10.21087, 15.21226, 15.88800)  -0.21
C (10.02911, 14.15035, 16.77401)  -0.03
C (8.94528, 14.17634, 17.67690)  -0.10
C (8.03867, 15.27054, 17.67590)  -0.11
C (8.20834, 16.33382, 16.75721)  -0.05
C (9.20978, 16.26176, 15.81941)  -0.18
H (9.18074, 17.89247, 14.36004)  0.14
H (11.44791, 17.05093, 13.65513)  0.09
H (10.81730, 13.34049, 16.88697)  0.13
H (8.71139, 13.31524, 18.31395)  0.09
H (7.28011, 15.29577, 18.44311)  0.08
H (7.55688, 17.19162, 16.71806)  0.10
N (9.32381, 13.17280, 11.52910)  0.07
C (10.20043, 12.23278, 11.97948)  -0.32
C (11.33276, 11.88933, 11.12157)  -0.04
C (12.16797, 10.86896, 11.45980)  -0.08
C (11.96764, 10.20488, 12.69063)  -0.25
C (10.88106, 10.52380, 13.55831)  -0.06
C (10.04821, 11.58800, 13.22232)  -0.06
S (13.08104, 8.80659, 13.05660)  0.48
O (14.29367, 9.51268, 13.63606)  -0.40
O (13.26994, 8.15720, 11.76314)  -0.37
O (12.39475, 8.07272, 14.09446)  -0.37
H (9.46567, 13.71665, 10.65156)  0.11
H (8.38348, 13.26986, 11.92982)  0.10
H (11.50537, 12.47485, 10.22368)  0.10
H (12.98958, 10.54894, 10.80030)  0.12
H (10.70327, 9.92440, 14.44268)  0.10
H (9.31790, 11.91449, 13.97741)  0.10
O (17.43957, 12.84949, 14.27342)  -0.34
P (18.62954, 12.53978, 15.11126)  0.86
C (18.29587, 11.38596, 16.59095)  -0.33
C (16.98139, 10.63904, 16.68358)  -0.19
C (17.04005, 9.27133, 15.98722)  -0.20
C (18.04662, 8.39131, 16.70747)  -0.22
C (19.46530, 8.97670, 16.62452)  -0.19
C (19.43826, 10.47836, 17.10787)  -0.19
C (19.34817, 14.12896, 15.84514)  -0.32
C (19.56846, 15.20111, 14.76055)  -0.18
C (21.01143, 15.42860, 14.30061)  -0.20
C (21.95394, 15.55905, 15.48508)  -0.21
C (21.89905, 14.36958, 16.43521)  -0.21
C (20.46869, 14.03121, 16.89467)  -0.18
C (19.83202, 11.68421, 13.93851)  -0.32
C (21.31149, 11.40841, 14.21397)  -0.20
C (22.01925, 10.62463, 13.04066)  -0.19
C (21.83141, 11.24950, 11.63048)  -0.21
C (20.35104, 11.62538, 11.34662)  -0.18
C (19.61130, 12.32558, 12.52407)  -0.19
H (18.24591, 12.18715, 17.33712)  0.10
H (16.12830, 11.18000, 16.24009)  0.11
H (16.76922, 10.40905, 17.75125)  0.13
H (17.37386, 9.40338, 14.91179)  0.13
H (16.06295, 8.80104, 15.92987)  0.11
H (17.94477, 7.32219, 16.37799)  0.12
H (17.74825, 8.34058, 17.77637)  0.11
H (19.96362, 8.82487, 15.65236)  0.10
H (20.14465, 8.48407, 17.30575)  0.09
H (20.45484, 10.86646, 16.95428)  0.08
H (19.40604, 10.41181, 18.20519)  0.11
H (18.40530, 14.45712, 16.30644)  0.09
H (19.16957, 16.13964, 15.16595)  0.13
H (18.91940, 15.01697, 13.89241)  0.10
H (20.98893, 16.32993, 13.66195)  0.10
H (21.39170, 14.62874, 13.64526)  0.10
H (21.61516, 16.39150, 16.10732)  0.11
H (22.95550, 15.85106, 15.18508)  0.10
H (22.45991, 14.57357, 17.35271)  0.10
H (22.35324, 13.45236, 16.05845)  0.08
H (20.21606, 14.79335, 17.68721)  0.13
H (20.42873, 13.07609, 17.40602)  0.08
H (19.28712, 10.72345, 13.85476)  0.11
H (21.53992, 10.89156, 15.15430)  0.09
H (21.84246, 12.35449, 14.37581)  0.08
H (21.61468, 9.57681, 13.12799)  0.11
H (23.09165, 10.48120, 13.37601)  0.11
H (22.16669, 10.54797, 10.84470)  0.10
H (22.47236, 12.15946, 11.57959)  0.11
H (19.81479, 10.68585, 11.09296)  0.11
H (20.30021, 12.33126, 10.48438)  0.11
H (18.54350, 12.32976, 12.33834)  0.10
H (19.87146, 13.41257, 12.57733)  0.10
C (16.05095, 14.32466, 6.92812)  -0.07
C (16.33741, 15.33339, 8.06171)  -0.59
C (15.42156, 16.59267, 7.95687)  -0.03
C (17.84101, 15.65052, 8.12635)  -0.05
C (15.99456, 14.66031, 9.32041)  -0.19
N (15.80452, 14.24184, 10.36919)  0.14
H (16.51266, 14.62188, 5.92342)  0.10
H (14.93398, 14.17987, 6.74616)  0.10
H (16.53130, 13.35669, 7.12565)  0.08
H (15.66874, 17.15062, 7.03518)  0.08
H (15.46019, 17.24981, 8.87093)  0.11
H (14.37544, 16.22009, 7.84612)  0.09
H (18.19453, 16.17760, 7.23127)  0.08
H (18.37891, 14.66855, 8.25449)  0.10
H (18.06584, 16.29923, 8.99396)  0.08
N (9.03646, 18.53046, 11.98939)  0.04
C (9.83664, 17.92061, 11.38402)  -0.49
N (10.65171, 17.31282, 10.60975)  0.03
C (11.77380, 16.82301, 11.07179)  -0.42
N (12.72016, 16.19772, 11.37581)  0.03



2.
Molecular formula: C44H62NP2Si4TeTm
Method: DFT, ωB97M-V/def2-TZVPD

## Properties
Net charge: +2
Highest occupied orbital energy (spin up / spin down): -11.370 / -11.376 eV
Spin multiplicity: 3
LUMO (spin up / spin down): -7.2 / -7.2 eV
Gap between HOMO and LUMO (spin up / spin down): 4.2 / 4.2 eV
DFT total energy: -4962.00024 a.u.
⟨S²⟩: 2.0026

Last column: Löwdin charge in e.
Geometry (Å):
Tm (1.09097, 0.50646, -0.27953)  0.90
C (-1.04355, 5.14400, 3.12566)  -0.04
C (-0.47480, 3.77996, 3.34834)  -0.28
C (0.69310, 3.38560, 2.70226)  -0.08
C (1.17932, 2.10110, 2.79646)  -0.15
C (0.53257, 1.17351, 3.67020)  -0.08
C (-0.59932, 1.58297, 4.37944)  -0.06
C (-1.13345, 2.84931, 4.16868)  -0.02
H (-0.27103, 5.92707, 3.33608)  0.11
H (-1.93024, 5.26942, 3.73865)  0.08
H (-1.37066, 5.20825, 2.08537)  0.08
H (1.35107, 4.14766, 2.21592)  0.13
H (2.07636, 1.86093, 2.24131)  0.04
H (0.92602, 0.17686, 3.69216)  0.08
H (-1.03669, 0.93466, 5.08798)  0.10
H (-2.09128, 3.12160, 4.64610)  0.13
C (-0.08559, -4.45520, -2.60179)  -0.05
C (0.26586, -3.05088, -3.09215)  -0.20
C (0.39881, -2.07161, -2.16363)  -0.13
N (0.53115, -1.25186, -1.34883)  0.07
H (-0.39398, -5.09085, -3.42522)  0.09
H (-0.96429, -4.42781, -1.89699)  0.11
H (0.79378, -5.00961, -2.16390)  0.10
H (-0.57831, -2.74429, -3.70474)  0.15
H (1.10122, -3.00741, -3.80991)  0.16
C (-1.76624, 0.94489, -3.61945)  -0.23
Si (-2.98812, 2.18786, -2.86017)  0.36
C (-2.01228, 3.71372, -2.36589)  -0.24
C (-4.38441, 2.74540, -4.07319)  -0.20
Si (-3.97012, 1.16917, -0.93032)  0.05
Te (-1.92935, 0.72181, 0.51996)  0.34
Si (-5.09206, -0.82755, -1.49421)  0.34
C (-5.65748, -1.55727, 0.15558)  -0.24
C (-6.60466, -0.78230, -2.66039)  -0.19
C (-3.78012, -1.97927, -2.20219)  -0.25
Si (-5.71723, 2.54373, -0.04533)  0.39
C (-6.84351, 1.70863, 1.22068)  -0.20
C (-4.78408, 3.99939, 0.74454)  -0.22
C (-6.80544, 3.06939, -1.50794)  -0.20
H (-0.97179, 1.63336, -4.00335)  0.03
H (-2.16074, 0.39695, -4.46536)  0.03
H (-1.35857, 0.23899, -2.91745)  -0.04
H (-1.46681, 4.17227, -3.21758)  0.04
H (-1.25959, 3.42670, -1.56511)  0.01
H (-2.58205, 4.57588, -2.00728)  0.03
H (-3.90714, 2.75423, -5.05041)  0.02
H (-4.70978, 3.73766, -3.83494)  0.01
H (-5.25979, 2.08193, -4.17839)  0.03
H (-6.74638, -1.47894, 0.33567)  0.04
H (-5.09938, -1.10035, 1.02306)  0.03
H (-5.37247, -2.61809, 0.15488)  0.03
H (-7.46662, -1.23358, -2.12894)  0.04
H (-6.47967, -1.42820, -3.54171)  0.03
H (-6.97516, 0.20513, -3.02509)  0.02
H (-2.99218, -2.27479, -1.48285)  0.02
H (-3.23862, -1.60233, -3.08940)  0.01
H (-4.30416, -2.89890, -2.52618)  0.04
H (-6.50415, 0.73535, 1.57476)  0.00
H (-7.80163, 1.45081, 0.79272)  0.03
H (-6.97200, 2.29599, 2.14273)  0.04
H (-3.88413, 3.63127, 1.26057)  0.01
H (-5.46783, 4.33889, 1.52697)  0.02
H (-4.58769, 4.85978, 0.09871)  0.03
H (-7.74786, 3.34650, -0.98407)  0.05
H (-7.01674, 2.32880, -2.25660)  0.00
H (-6.44317, 3.95501, -2.04240)  0.03
C (4.08454, -2.04841, 0.47353)  -0.45
P (2.55036, -1.36687, 1.38868)  0.98
C (3.34753, -0.84678, 2.94419)  -0.39
C (3.32082, -1.64609, 4.12481)  -0.07
C (4.17225, -1.34376, 5.17407)  -0.07
C (4.96212, -0.21282, 5.16251)  -0.04
C (4.89865, 0.67960, 4.06593)  -0.03
C (4.09971, 0.32531, 2.97614)  -0.16
C (1.73870, -2.89727, 1.95064)  -0.41
C (0.32948, -2.95155, 1.89474)  -0.10
C (-0.28698, -4.13724, 2.27984)  -0.06
C (0.44747, -5.25952, 2.68718)  -0.04
C (1.85144, -5.24810, 2.62628)  -0.04
C (2.45980, -4.04014, 2.26873)  -0.12
P (5.16224, -0.59588, 0.06267)  1.06
C (3.96864, 0.33168, -1.03238)  -0.35
C (3.31902, -0.15638, -2.16385)  -0.07
C (2.31511, 0.53364, -2.87653)  -0.02
C (1.68781, 1.61835, -2.23117)  -0.17
C (2.33101, 2.23650, -1.07375)  -0.17
C (3.47866, 1.56296, -0.57191)  -0.15
C (6.47343, -1.28944, -0.96522)  -0.42
C (6.29311, -2.38700, -1.77800)  -0.11
C (7.37773, -2.93197, -2.46069)  -0.07
C (8.65179, -2.36941, -2.40353)  -0.02
C (8.81780, -1.19408, -1.60716)  -0.03
C (7.70839, -0.65261, -0.95918)  -0.10
H (3.82287, -2.60582, -0.44726)  0.05
H (4.62861, -2.75948, 1.12113)  0.07
H (2.67022, -2.50842, 4.25438)  0.11
H (4.16402, -1.99945, 6.04069)  0.12
H (5.55242, 0.04687, 6.03344)  0.12
H (5.49904, 1.56521, 4.11215)  0.11
H (4.01313, 0.98778, 2.11996)  0.05
H (-0.23898, -2.06760, 1.55987)  0.06
H (-1.37337, -4.14225, 2.20663)  0.12
H (-0.11747, -6.11288, 3.04913)  0.12
H (2.42333, -6.15942, 2.77539)  0.12
H (3.52789, -3.88746, 2.43163)  0.10
H (3.63074, -1.13313, -2.48695)  0.11
H (2.04398, 0.15640, -3.84159)  0.14
H (0.75566, 2.05317, -2.61678)  0.11
H (2.10803, 3.24572, -0.80438)  0.14
H (4.07888, 2.12001, 0.15756)  0.13
H (5.29905, -2.78746, -1.90818)  0.08
H (7.10234, -3.74523, -3.14229)  0.12
H (9.50461, -2.83409, -2.88411)  0.11
H (9.72963, -0.67656, -1.51140)  0.10
H (7.75895, 0.28363, -0.39814)  0.10